{
  "formula": "C72H183N13O23",
  "method": "ωB97M-V with the def2-TZVPD basis set",
  "total_charge": 0,
  "max_force_ev_per_a": 4.7,
  "gap_ev": 9.001,
  "total_energy_ev": -144069.8669,
  "spin_multiplicity": 1,
  "e_above_lowest_ev": 7.124,
  "lumo_ev": 0.44,
  "species": ["C", "C", "C", "O", "C", "N", "H", "H", "H", "H", "H", "H", "H", "H", "H", "H", "H", "C", "C", "C", "O", "C", "N", "H", "H", "H", "H", "H", "H", "H", "H", "H", "H", "H", "C", "C", "C", "O", "C", "N", "H", "H", "H", "H", "H", "H", "H", "H", "H", "H", "H", "C", "O", "C", "C", "N", "C", "C", "O", "C", "H", "H", "H", "H", "H", "H", "H", "H", "H", "H", "H", "H", "H", "H", "H", "C", "O", "C", "C", "N", "C", "C", "O", "C", "H", "H", "H", "H", "H", "H", "H", "H", "H", "H", "H", "H", "H", "H", "H", "C", "O", "C", "C", "N", "C", "C", "O", "C", "H", "H", "H", "H", "H", "H", "H", "H", "H", "H", "H", "H", "H", "H", "H", "C", "O", "C", "C", "N", "C", "C", "O", "C", "H", "H", "H", "H", "H", "H", "H", "H", "H", "H", "H", "H", "H", "H", "H", "C", "O", "C", "C", "N", "C", "C", "O", "C", "H", "H", "H", "H", "H", "H", "H", "H", "H", "H", "H", "H", "H", "H", "H", "C", "O", "C", "C", "N", "C", "C", "O", "C", "H", "H", "H", "H", "H", "H", "H", "H", "H", "H", "H", "H", "H", "H", "H", "C", "O", "C", "C", "N", "C", "C", "O", "C", "H", "H", "H", "H", "H", "H", "H", "H", "H", "H", "H", "H", "H", "H", "H", "C", "O", "C", "C", "N", "C", "C", "O", "C", "H", "H", "H", "H", "H", "H", "H", "H", "H", "H", "H", "H", "H", "H", "H", "C", "O", "C", "C", "N", "C", "C", "O", "C", "H", "H", "H", "H", "H", "H", "H", "H", "H", "H", "H", "H", "H", "H", "H", "C", "O", "C", "C", "N", "C", "C", "O", "C", "H", "H", "H", "H", "H", "H", "H", "H", "H", "H", "H", "H", "H", "H", "H"],
  "xyz": [[7.9829, 1.8089, -4.5663], [6.5289, 1.6542, -4.6777], [5.9170, 2.5927, -5.7460], [4.4959, 2.5977, -5.6470], [3.8327, 3.4960, -6.4621], [6.1923, 0.2609, -4.9297], [8.3241, 2.8374, -4.6840], [8.6317, 1.3190, -5.2922], [8.2380, 1.6725, -3.5154], [6.0038, 1.8686, -3.7469], [6.2483, 2.3938, -6.7652], [6.3475, 3.5919, -5.6799], [2.7592, 3.4119, -6.2929], [3.9233, 3.1535, -7.4929], [4.1279, 4.5402, -6.3585], [6.4636, -0.1484, -4.0471], [5.1894, 0.2812, -5.0479], [5.8667, -3.1714, -1.7430], [6.1087, -1.6804, -1.9061], [6.1925, -0.8892, -0.5764], [4.9333, -1.1738, 0.0000], [4.5820, -0.4848, 1.1414], [7.3931, -1.6168, -2.6138], [6.6518, -3.5291, -1.0769], [6.0212, -3.8052, -2.6162], [4.8723, -3.3546, -1.3359], [5.3441, -1.1715, -2.4931], [6.3050, 0.1488, -0.8895], [7.0546, -0.9979, 0.0817], [5.2650, -0.6471, 1.9752], [3.5989, -0.7622, 1.5218], [4.5801, 0.5876, 0.9462], [7.4366, -2.0176, -3.5399], [8.1512, -2.0690, -2.1230], [0.2629, -3.8736, -4.6354], [1.1564, -2.6087, -4.7120], [2.1605, -2.3496, -3.5368], [1.4366, -1.7023, -2.4321], [2.0710, -1.5605, -1.2020], [1.7538, -2.8195, -6.0559], [-0.3373, -3.8953, -3.7258], [0.8667, -4.7810, -4.6268], [-0.4012, -3.8501, -5.4994], [0.6536, -1.6492, -4.8328], [2.9844, -1.7319, -3.8945], [2.6910, -3.2983, -3.4549], [2.6275, -2.4643, -0.9539], [1.4673, -1.2062, -0.3665], [2.9360, -0.9150, -1.3543], [2.4623, -2.1018, -6.1118], [2.2553, -3.6754, -6.2457], [2.6887, 3.4370, -2.0541], [1.4112, 3.7196, -1.6455], [1.0109, 2.9964, -0.4038], [0.7287, 1.4459, -0.6044], [0.0430, 0.8930, 0.5600], [-1.4309, 1.0950, 0.3673], [-2.1901, 0.1969, 1.3775], [-2.0050, -1.1567, 1.0787], [-2.3372, -2.0170, 2.1424], [2.8608, 2.3611, -2.0243], [3.3074, 3.9753, -1.3360], [2.8451, 3.8309, -3.0583], [0.0402, 3.4424, -0.1874], [1.6451, 3.3415, 0.4127], [1.6833, 0.9215, -0.5608], [0.1882, 1.3364, -1.5445], [0.4745, 0.0102, 0.7938], [-1.6655, 0.7233, -0.6302], [-1.7993, 2.1208, 0.3849], [-3.2457, 0.3910, 1.1876], [-1.9591, 0.5329, 2.3884], [-2.4096, -3.0274, 1.7399], [-3.3428, -1.8958, 2.5452], [-1.6851, -2.0809, 3.0135], [5.2487, 7.1676, -4.4081], [4.2709, 6.5990, -5.1082], [2.9454, 7.1761, -4.9076], [1.7685, 6.3424, -5.4675], [0.5203, 6.8678, -5.0878], [0.1645, 6.4087, -3.7293], [-1.2708, 6.8803, -3.3112], [-2.3218, 6.1731, -4.0819], [-2.5745, 4.8593, -3.5276], [5.2517, 8.2401, -4.6024], [6.2196, 6.8387, -4.7787], [5.2748, 6.7830, -3.3885], [2.9628, 8.2167, -5.2315], [2.8896, 7.2982, -3.8259], [1.8855, 5.2741, -5.2852], [1.9305, 6.6480, -6.5011], [-0.1453, 6.6658, -5.8201], [0.7930, 6.8614, -2.9623], [0.1889, 5.3341, -3.5486], [-1.3631, 7.9367, -3.5634], [-1.2970, 6.7298, -2.2320], [-3.4672, 4.3727, -3.9206], [-2.8111, 4.9299, -2.4660], [-1.6554, 4.2780, -3.6004], [-5.4614, 2.7216, -2.0110], [-4.9168, 1.8445, -3.0229], [-3.8071, 1.0501, -2.6344], [-3.0005, 0.5090, -3.8059], [-2.5748, 1.6433, -4.5924], [-1.7802, 1.1396, -5.6576], [-0.5723, 2.0471, -5.8201], [0.3140, 1.6305, -6.8293], [1.3652, 0.6914, -6.4674], [-4.6927, 3.1671, -1.3797], [-6.0841, 2.1718, -1.3053], [-6.0747, 3.5391, -2.3900], [-4.0335, 0.3025, -1.8742], [-3.0574, 1.6359, -2.1027], [-3.7110, -0.1381, -4.3204], [-2.1602, -0.0918, -3.4581], [-3.4522, 1.9398, -4.9954], [-2.3388, 1.3401, -6.5720], [-1.4443, 0.1083, -5.7648], [-0.1954, 2.2350, -4.8147], [-0.9057, 3.0363, -6.1339], [1.1587, -0.2935, -6.8864], [1.5645, 0.6001, -5.3996], [2.3525, 0.8734, -6.8918], [-5.1222, 5.8313, 0.3698], [-5.5346, 4.6521, 1.0252], [-4.5325, 3.9728, 1.7582], [-5.2280, 2.6869, 2.4066], [-4.3147, 2.0451, 3.3083], [-4.9715, 0.8634, 4.0610], [-3.9241, 0.3819, 5.0458], [-3.9064, 1.0825, 6.3048], [-3.2257, 0.3911, 7.3425], [-4.6001, 6.4340, 1.1129], [-5.9515, 6.5200, 0.2080], [-4.5251, 5.6959, -0.5320], [-4.2481, 4.7298, 2.4891], [-3.6553, 3.7168, 1.1639], [-5.5815, 1.9871, 1.6493], [-6.1684, 3.0305, 2.8375], [-3.9162, 2.7866, 3.8664], [-5.2014, -0.0547, 3.5204], [-5.8724, 0.9484, 4.6686], [-2.9466, 0.3133, 4.5685], [-4.1596, -0.6767, 5.1551], [-3.3504, 1.0195, 8.2243], [-2.1898, 0.1197, 7.1391], [-3.7746, -0.5392, 7.4888], [6.3943, -8.0441, 1.5665], [5.7129, -8.0633, 0.3595], [4.4332, -7.3755, 0.4734], [3.2734, -8.1741, 1.2618], [2.0599, -7.4729, 1.3273], [2.0171, -6.3825, 2.3388], [0.6049, -5.7813, 2.3569], [0.5380, -4.6291, 3.1474], [1.2607, -3.4391, 2.8725], [5.8755, -8.3321, 2.4808], [6.9252, -7.1193, 1.7924], [7.2711, -8.6837, 1.4652], [4.0043, -7.4244, -0.5275], [4.5675, -6.3565, 0.8361], [3.5514, -8.4956, 2.2656], [2.8960, -9.1039, 0.8363], [1.3174, -8.1168, 1.5599], [2.8032, -5.6389, 2.2075], [2.3150, -6.6727, 3.3464], [-0.1555, -6.5233, 2.6005], [0.4422, -5.4391, 1.3349], [0.5876, -2.5891, 2.9848], [1.4793, -3.4518, 1.8047], [2.0501, -3.1328, 3.5589], [-0.8628, 3.7106, 4.3029], [-2.2576, 3.7697, 4.6097], [-2.5324, 4.6168, 5.6795], [-4.0355, 4.6414, 6.0538], [-4.5703, 3.6915, 7.0231], [-6.1016, 3.5800, 6.9610], [-6.7577, 2.9088, 8.2599], [-6.8338, 3.9249, 9.3495], [-5.8142, 4.0556, 10.3123], [-0.6851, 2.8669, 3.6361], [-0.2245, 3.6853, 5.1861], [-0.6613, 4.6358, 3.7630], [-2.2984, 5.6524, 5.4328], [-1.9105, 4.2609, 6.5009], [-4.5772, 4.6771, 5.1086], [-4.1851, 5.6493, 6.4410], [-4.1916, 2.8324, 6.6506], [-6.4012, 3.0324, 6.0674], [-6.5525, 4.5675, 6.8628], [-6.1647, 2.0278, 8.5053], [-7.7189, 2.5819, 7.8632], [-4.8411, 4.2695, 9.8703], [-5.7257, 3.0773, 10.7847], [-6.0594, 4.7929, 11.0767], [-2.1629, -4.9256, -0.9027], [-3.3081, -5.1879, -0.1904], [-4.4926, -5.4079, -0.9186], [-5.2702, -4.1643, -1.2769], [-6.1984, -3.6928, -0.2630], [-5.5134, -3.5214, 1.0182], [-6.4434, -2.9952, 2.1571], [-6.4921, -1.5610, 2.1681], [-7.2624, -0.8804, 1.1483], [-1.3461, -4.8500, -0.1849], [-2.3414, -3.9958, -1.4428], [-1.7165, -5.6655, -1.5671], [-5.1110, -6.0724, -0.3151], [-4.5053, -6.0794, -1.7771], [-5.7990, -4.4449, -2.1878], [-4.5630, -3.3865, -1.5648], [-6.5991, -2.7827, -0.4397], [-4.6373, -2.9044, 0.8186], [-5.1498, -4.4995, 1.3333], [-6.0601, -3.1538, 3.1651], [-7.3806, -3.5512, 2.1324], [-6.7902, -1.1256, 0.1969], [-7.0047, 0.1532, 1.3790], [-8.3328, -1.0529, 1.2603], [11.0152, 0.3365, -3.3990], [11.8412, 0.8264, -2.3769], [13.0943, 1.4514, -2.7717], [12.8157, 2.7982, -3.4725], [12.5435, 3.9200, -2.5537], [11.1535, 3.8999, -2.0766], [10.2257, 4.7716, -2.8921], [8.9341, 4.4702, -2.4010], [7.9067, 5.1338, -3.2350], [10.8668, 1.1952, -4.0537], [10.0684, 0.1382, -2.8966], [11.3787, -0.4787, -4.0247], [13.5980, 0.8935, -3.5612], [13.7636, 1.4313, -1.9116], [12.0106, 2.8040, -4.2073], [13.7030, 3.2315, -3.9340], [12.7380, 4.8028, -3.0043], [11.0820, 4.2918, -1.0620], [10.7857, 2.8820, -1.9478], [10.2952, 4.4795, -3.9400], [10.3579, 5.8536, -2.8913], [6.9352, 4.8898, -2.8053], [7.9686, 4.8004, -4.2709], [8.1231, 6.2021, -3.2447], [-4.7014, -7.0688, 2.7338], [-6.0537, -6.6089, 2.7406], [-6.9372, -7.4335, 1.9702], [-8.1906, -6.5873, 1.6512], [-8.1751, -5.7959, 0.4264], [-9.4917, -5.1823, 0.2712], [-9.5978, -4.1451, -0.8394], [-10.8837, -3.6285, -1.1005], [-11.9387, -4.4939, -1.3946], [-4.0382, -6.2788, 3.0863], [-4.4035, -7.2093, 1.6948], [-4.4680, -7.9603, 3.3159], [-6.5594, -7.9319, 1.0775], [-7.2619, -8.3371, 2.4861], [-8.9690, -7.3245, 1.4546], [-8.6361, -5.9892, 2.4461], [-7.4249, -5.1260, 0.5188], [-10.3063, -5.8840, 0.0923], [-9.9744, -4.8810, 1.2009], [-8.9298, -3.2950, -0.7007], [-9.2582, -4.4504, -1.8291], [-12.6652, -3.9679, -2.0139], [-12.4659, -4.6131, -0.4481], [-11.7326, -5.4996, -1.7609], [2.5770, 2.1964, 3.8187], [2.6304, 1.3499, 4.8985], [1.7884, 0.2395, 4.9027], [2.0368, -0.8039, 6.1067], [1.2234, -2.0216, 6.1232], [-0.2160, -1.6829, 5.9222], [-1.1962, -2.8663, 5.8699], [-2.4632, -2.3511, 5.5836], [-3.3966, -3.4289, 5.5658], [2.9794, 1.7747, 2.8976], [3.1638, 3.0901, 4.0311], [1.5501, 2.5151, 3.6395], [1.8670, -0.3377, 3.9814], [0.8742, 0.8211, 5.0208], [1.8473, -0.4332, 7.1140], [3.0569, -1.1874, 6.0862], [1.3418, -2.5743, 6.9602], [-0.2347, -1.1664, 4.9626], [-0.5343, -0.9895, 6.7006], [-1.2780, -3.3105, 6.8619], [-0.9674, -3.6668, 5.1663], [-4.2855, -3.0319, 5.0756], [-3.7066, -3.8601, 6.5177], [-3.0475, -4.2578, 4.9500]],
  "forces_ev_per_angstrom": [[1.80, 1.55, 0.87], [-1.82, 0.70, -1.55], [0.05, 0.14, -0.08], [0.98, -0.67, 1.30], [-0.73, -0.09, -1.18], [0.22, 0.15, -0.60], [-0.43, 0.41, -0.12], [-0.44, -0.83, 0.25], [0.58, -0.80, -0.17], [0.30, 0.95, 0.31], [-0.15, -1.04, -0.35], [-0.28, 0.52, 0.90], [-0.01, 0.02, 0.45], [0.31, 0.32, -0.49], [0.26, -0.02, 0.14], [-0.34, -0.82, -0.01], [-0.31, -0.61, 0.23], [-0.80, -0.19, 0.94], [1.93, -1.27, -0.42], [-0.79, 0.11, -1.27], [0.14, -0.67, -0.16], [0.24, 0.99, 0.86], [0.87, 1.57, -0.22], [-0.23, -0.12, 0.51], [-0.28, 0.58, -0.49], [0.09, -0.37, 0.22], [-0.06, -0.14, -0.11], [-0.45, 0.51, 0.05], [0.05, -1.01, 0.18], [0.34, -0.15, 0.09], [-0.14, -0.27, -0.46], [-0.11, 0.34, 0.03], [-0.65, 0.00, -0.10], [-0.13, 0.04, 0.46], [-0.36, 1.20, 1.23], [0.23, -0.98, -0.69], [-0.83, 0.14, -0.58], [-0.72, -1.33, -1.74], [2.55, -0.47, -0.61], [0.98, 1.57, 0.49], [-0.13, 0.01, 0.06], [0.16, 0.07, -0.20], [0.08, -0.19, 0.08], [-0.78, -0.29, 0.18], [-0.12, 0.83, -0.04], [-0.26, -0.51, 1.56], [-0.49, -0.59, 0.53], [-0.41, -0.29, -0.59], [-0.06, 0.79, 0.32], [0.30, 0.27, -0.70], [-0.18, -0.47, 0.61], [0.73, 0.08, 0.41], [-2.74, -0.92, 1.42], [-0.99, 0.56, -1.90], [1.87, 1.32, 1.67], [-0.79, 2.56, -0.93], [0.86, -3.10, 0.97], [-0.81, 1.69, -1.32], [1.01, -0.48, 0.67], [-0.76, -1.26, -0.09], [0.46, -0.11, -0.19], [1.04, -0.25, -0.16], [0.04, -0.07, -0.02], [-0.10, 0.07, 0.00], [0.49, -0.71, 0.09], [0.11, 0.17, -0.93], [0.09, -0.23, -0.19], [-1.33, -0.27, 0.07], [-0.25, -0.12, -0.26], [0.56, 0.15, 0.53], [-0.38, 0.33, 0.45], [0.17, -0.46, 0.25], [0.40, -0.09, -0.26], [-0.32, 0.78, -0.02], [0.54, 0.60, -0.14], [2.15, 0.65, 0.61], [-3.49, -1.78, -2.54], [1.27, -0.26, 2.14], [2.59, 1.33, -1.32], [-0.52, 0.12, 1.63], [-2.18, 0.96, -0.10], [0.59, -1.06, -1.80], [0.51, 0.10, 1.49], [0.55, 0.91, 0.47], [0.04, 0.47, 0.95], [0.07, -0.22, -0.48], [-0.31, 0.86, 0.69], [-0.26, 0.00, -0.74], [-0.42, -0.22, 0.44], [0.26, -0.11, -0.08], [-0.44, -1.11, -0.66], [-0.49, -0.17, 0.54], [0.46, 0.08, -0.31], [0.36, -0.33, -0.36], [-0.22, -0.06, 0.08], [-0.73, -0.13, 0.08], [0.39, 0.20, -0.79], [0.13, 0.29, 0.41], [-0.36, -0.50, -0.25], [0.49, -0.82, 0.48], [-0.20, 0.50, -0.05], [1.12, 0.59, 1.37], [-1.90, 0.11, 1.25], [-0.63, -1.39, 0.81], [0.95, 1.55, -3.17], [-0.15, 0.37, 0.15], [1.81, -0.62, 0.36], [-0.44, -0.33, -0.28], [0.43, 0.08, -0.19], [-0.18, -0.31, -0.05], [0.20, -0.31, -0.69], [-0.66, -0.55, -0.22], [-0.09, 0.84, 0.19], [0.22, -0.44, -0.67], [0.00, 0.12, 0.16], [0.04, 0.66, 0.01], [-0.08, -0.52, -0.44], [-0.34, -0.32, 0.97], [0.96, -0.33, 0.12], [-0.21, 0.08, -0.11], [-0.57, -0.18, 0.24], [-0.50, 0.19, 0.26], [-0.16, 1.10, -0.34], [0.07, 0.64, 1.39], [-0.76, -0.46, -1.31], [-1.42, -0.48, 0.44], [0.42, 1.59, -1.09], [-2.08, -1.82, -0.02], [2.48, 1.26, 0.91], [-0.15, -1.01, 0.21], [0.42, -0.48, -1.30], [-1.10, -0.18, -0.14], [0.94, 0.06, -0.03], [-0.54, -0.70, -0.56], [0.02, -0.19, -0.02], [0.57, -0.48, 0.74], [0.07, -0.18, -0.23], [0.42, -0.04, -0.48], [-0.12, 0.33, 0.50], [0.17, -0.54, 0.94], [0.30, 0.60, -1.33], [-0.45, 1.24, -0.13], [0.34, 0.59, 0.11], [-0.11, -0.18, 0.96], [0.35, -0.06, 0.03], [0.05, 0.42, -0.17], [0.12, -0.29, 0.32], [2.04, -0.21, 0.66], [-2.00, 0.69, 0.49], [-1.00, -2.37, -0.40], [1.50, -0.82, 0.38], [-1.26, 2.81, 0.91], [-0.22, -0.60, 0.09], [2.07, 1.29, -1.51], [-0.82, 0.15, 2.42], [-1.10, 0.01, -1.08], [-0.52, -0.18, -0.26], [-0.53, 0.86, -0.16], [-0.24, -0.62, -0.09], [0.38, 0.70, -0.18], [-0.09, -0.02, 0.06], [0.76, 0.16, 0.38], [1.30, -0.29, -0.94], [-0.10, -0.02, -0.11], [-0.29, 0.35, -1.01], [-0.35, -0.88, 0.47], [-0.05, 0.32, 0.48], [-0.35, -0.33, -0.48], [-0.58, -0.08, 0.02], [0.83, 0.19, -0.06], [0.53, -1.01, -0.09], [-0.97, 0.69, -0.48], [0.26, -1.00, -0.54], [-0.86, -0.26, 0.99], [0.11, 1.38, 0.06], [-0.92, 0.03, -0.51], [1.28, -0.23, 1.25], [2.11, 2.28, -0.92], [-1.37, -0.71, -1.74], [0.52, -1.57, -0.49], [-0.09, -0.04, 0.16], [-0.07, -0.26, 0.19], [0.55, 0.09, -0.16], [0.38, 0.17, -0.09], [-0.03, 0.39, 0.55], [-0.27, -0.34, -0.45], [-0.09, 0.18, 0.23], [-0.36, -0.72, 0.52], [-0.05, -0.34, -0.12], [0.22, 0.17, 0.14], [0.03, 0.03, 0.48], [-0.47, 0.32, 1.00], [0.03, 0.28, -0.14], [0.27, -0.08, 0.52], [-0.36, 0.06, -0.36], [1.27, 0.96, -0.28], [-0.81, -1.50, 0.42], [-1.16, -0.77, 0.66], [-0.16, 0.28, -0.79], [-0.20, -0.23, 0.94], [-0.29, -0.36, 0.78], [1.37, 0.70, -0.61], [-1.15, -0.24, -0.24], [1.67, -0.23, 1.33], [-0.14, 0.71, 0.25], [0.69, 0.21, -0.25], [-0.94, -0.65, -0.47], [-0.29, 0.36, 0.76], [1.42, 0.28, -0.64], [-0.41, 0.33, 0.01], [0.31, 0.25, -0.08], [0.02, -0.21, -0.92], [0.19, 0.38, 0.70], [0.07, -0.02, 0.10], [0.47, -0.60, -0.22], [-0.55, 0.45, -0.28], [-0.67, 0.18, -0.37], [-0.45, 0.18, -0.33], [0.03, -0.18, -0.37], [-0.30, 1.60, -0.08], [1.82, -0.41, 0.79], [-1.51, 0.00, -1.51], [0.87, 2.04, 1.31], [-0.89, -0.81, 0.88], [0.61, 1.24, 0.92], [-0.94, -1.22, -0.34], [-1.68, 0.89, -1.31], [1.44, -0.67, 1.09], [-0.55, -0.23, -0.54], [0.00, -0.42, -0.35], [0.31, -0.35, 0.40], [-0.05, -0.73, -0.02], [-0.33, 0.61, 0.04], [0.09, -0.83, -0.31], [0.35, -1.00, -0.62], [0.04, -0.01, -0.05], [0.32, 0.12, 0.27], [0.00, 0.04, -0.64], [-0.02, -0.15, -0.49], [0.60, 0.20, 0.48], [0.13, 0.15, -0.06], [-0.03, -0.22, -0.01], [-0.30, 0.21, 0.21], [0.10, 0.66, -0.69], [0.59, -0.99, -0.37], [-1.25, 0.99, 0.57], [-0.69, -1.45, -1.03], [-0.24, -0.46, 0.38], [-0.64, -0.05, -0.48], [0.48, 0.33, -0.97], [0.33, 0.89, 0.23], [-0.99, 0.11, 1.28], [-0.31, 0.22, 0.26], [0.15, -0.36, -0.13], [-0.52, -0.22, 0.09], [0.75, 0.92, -0.55], [-0.07, 0.15, 0.99], [-0.21, -0.37, 0.12], [0.69, -0.02, 0.84], [-0.21, 0.64, -0.57], [0.53, -1.17, -0.85], [0.68, 1.35, 0.72], [-0.30, 0.27, 0.64], [0.44, -1.21, 0.11], [0.33, -0.07, -0.43], [-0.37, -0.52, 0.16], [0.53, 0.15, -0.39], [-0.37, 0.62, -0.67], [2.75, -0.69, 1.70], [-0.73, -0.40, 1.27], [0.22, 0.21, 0.46], [-1.92, -0.42, -2.11], [1.00, -0.72, -0.29], [0.73, 0.43, 0.84], [-0.88, -0.66, -0.01], [-0.58, 0.60, -0.96], [-0.02, -0.34, -0.20], [0.03, -0.10, 0.24], [-0.24, 0.07, -0.27], [-0.27, 0.00, -0.33], [-1.25, -1.37, -0.22], [0.43, 1.43, -0.14], [0.28, 0.56, -0.19], [0.28, 0.30, 0.13], [-0.40, 0.06, 0.01], [-0.30, 0.18, 0.07], [0.41, -0.34, 0.34], [0.57, 0.12, -0.24], [-0.14, -0.05, 0.09], [0.38, 0.36, 0.48], [0.28, -0.06, -0.16]]
}